1.
A structure of composition C18H24Br2GeN3O4PbSe. Source: the Open Molecules 2025 dataset; level of theory: ωB97M-V with the def2-TZVPD basis set.

Output
HOMO (alpha / beta)   -11.264 / -11.161 eV
Charge   +1
DFT total energy   -298904.75268 eV
Orbital gap (alpha / beta)   6.91 / 5.51 eV

Geometry as XYZ:
```
54
C18H24Br2GeN3O4PbSe (ωB97M-V with the def2-TZVPD basis set)
Pb -2.6721 0.9032 0.0193
N -4.4607 1.0605 -1.7900
C -3.9625 0.3872 -3.0042
C -2.4404 0.3247 -3.0869
O -1.9277 0.2701 -4.1953
N -1.7889 0.2427 -1.8959
C -0.3465 0.0448 -1.9521
C 0.4506 1.0045 -1.0930
O 1.6572 1.1400 -1.2695
O -0.2055 1.5786 -0.1042
H -5.2699 0.5733 -1.4236
H -4.7435 2.0135 -1.9825
H -4.3358 0.8358 -3.9190
H -4.2965 -0.6496 -2.9865
H 0.0184 0.0981 -2.9694
H -0.0755 -0.9461 -1.5578
Br -6.6921 -2.7458 0.9109
C -4.8945 -3.0482 1.2492
C -4.4872 -4.2479 1.7904
C -3.1413 -4.4887 2.0182
Br -2.6633 -6.1498 2.6994
C -2.1226 -3.5004 1.7395
C -0.7496 -3.6956 1.9652
C 0.1317 -2.6866 1.6785
C -0.3637 -1.4792 1.1823
N -1.6529 -1.2828 0.9490
C -2.5208 -2.2718 1.2103
C -3.9438 -2.0056 0.9026
O -4.2934 -0.9541 0.3690
H -5.2207 -5.0067 2.0214
H -0.4017 -4.6385 2.3670
H 1.1956 -2.8118 1.8302
H 0.2981 -0.6459 0.9702
C 5.7731 1.4469 1.2874
Ge 4.0922 1.4254 0.2950
C 3.5065 -0.4160 0.1364
C 4.3230 2.5106 -1.2856
C 2.9753 2.3375 1.6674
Se 1.1674 2.9362 1.4467
C 1.4283 4.1954 0.0187
H 6.5524 0.9396 0.7111
H 5.6820 0.9368 2.2500
H 6.1044 2.4727 1.4657
H 4.3375 -1.0137 -0.2466
H 2.6578 -0.5150 -0.5458
H 3.2460 -0.7939 1.1299
H 5.1644 2.1112 -1.8579
H 4.5762 3.5291 -0.9836
H 3.4358 2.5068 -1.9163
H 3.5511 3.2306 1.9348
H 2.9521 1.6885 2.5442
H 2.0533 3.7294 -0.7365
H 1.8933 5.0899 0.4292
H 0.4493 4.4303 -0.3870
```

Here are the Mulliken charges for atoms 1 to 2, given in e: 1.05, -0.55



2.
A structure of composition C49H46BrN4O7Re. Source: the Open Molecules 2025 dataset; level of theory: ωB97M-V with the def2-TZVPD basis set.

Output
HOMO (alpha / beta)   -4.603 / -4.209 eV
2S+1   2
Energy relative to the best compared isomer or geometry (same formula, charge and spin)   0.0000 eV
Charge   -1
DFT total energy   -144032.74707 eV
Orbital gap (alpha / beta)   6.73 / 6.16 eV

Geometry as XYZ:
```
108
C49H46BrN4O7Re (ωB97M-V with the def2-TZVPD basis set)
Re -0.1807 -0.0240 0.2550
O 1.6751 5.6951 1.4900
C 1.2757 4.4116 1.2817
C 2.1581 3.3365 1.3625
C 1.6658 2.0710 1.1359
N 0.3779 1.8634 0.8660
C -0.4662 2.8886 0.7516
C -0.0607 4.1880 0.9636
C -1.8455 2.4337 0.3365
O -2.7501 3.2330 0.1735
O -1.9205 1.1486 0.1872
C 2.4681 0.7933 1.1764
O 3.6508 0.7987 1.4465
O 1.7411 -0.2674 0.9444
H 2.6223 5.7058 1.6611
H 3.2120 3.4506 1.5850
H -0.7741 4.9932 0.8640
Br -4.4960 1.0811 -2.2462
C -2.8800 1.9683 -2.7290
C -2.9771 3.2450 -3.2587
C -1.7926 3.8685 -3.6120
C -0.5947 3.2012 -3.4182
C -0.6242 1.9357 -2.8445
N -1.7611 1.3237 -2.5145
C 0.6995 1.2423 -2.5757
O 1.5925 1.4157 -3.3951
O 0.8209 0.5747 -1.4890
H -3.9385 3.7226 -3.3724
H -1.8080 4.8691 -4.0254
H 0.3602 3.6251 -3.6911
C -4.8794 -1.4693 1.9001
C -3.9320 -0.2777 1.7100
C -4.7439 0.9546 1.3035
C -3.0998 -0.0159 2.9622
C -3.7348 0.5309 4.0716
C -3.0441 0.8009 5.2394
C -1.7017 0.4880 5.3061
C -1.0199 -0.1010 4.2387
C 0.4414 -0.4208 4.5409
C 1.2869 0.8433 4.3522
C 1.0687 -1.6114 3.8254
C -1.7310 -0.3327 3.0525
N -1.1277 -0.9231 1.8896
C -1.3120 -2.2395 1.7329
C -0.8840 -2.8188 0.5281
N -0.3514 -2.0096 -0.3946
C 0.0767 -2.6731 -1.6008
C 1.3579 -3.2341 -1.7429
C 1.6069 -3.9899 -2.8892
C 0.6447 -4.2163 -3.8544
C -0.6024 -3.6424 -3.7001
C -0.8949 -2.8472 -2.5973
C -2.2750 -2.2184 -2.4996
C -3.3103 -3.2218 -1.9868
C -2.7157 -1.6496 -3.8492
C 2.5706 -3.0762 -0.8286
C 2.3439 -3.1526 0.6788
C 3.3497 -1.8230 -1.2636
C -1.1277 -4.2742 0.5874
C -0.9174 -5.3492 -0.2331
C -1.2863 -6.6417 0.2307
C -1.8337 -6.8555 1.4681
C -2.0534 -5.7571 2.3436
C -2.5746 -5.8092 3.6649
C -2.6875 -4.6588 4.4009
C -2.3096 -3.3858 3.8950
C -1.8226 -3.3056 2.6176
C -1.6975 -4.5043 1.8672
H -5.4455 -1.6369 0.9811
H -5.5942 -1.2681 2.7036
H -4.3519 -2.3882 2.1430
H -3.2504 -0.5040 0.8889
H -5.3914 1.2956 2.1120
H -5.3901 0.7039 0.4612
H -4.0988 1.7825 1.0013
H -4.7927 0.7486 4.0209
H -3.5482 1.2468 6.0879
H -1.1506 0.6796 6.2206
H 0.4513 -0.6639 5.6084
H 1.1250 1.2555 3.3571
H 2.3514 0.6256 4.4605
H 1.0107 1.6148 5.0738
H 1.3008 -1.3821 2.7914
H 0.4240 -2.4911 3.8576
H 2.0072 -1.8661 4.3243
H 2.5952 -4.4192 -3.0092
H 0.8717 -4.8182 -4.7256
H -1.3621 -3.8079 -4.4525
H -2.2198 -1.3911 -1.7883
H -3.3811 -4.0807 -2.6604
H -4.2934 -2.7481 -1.9317
H -3.0562 -3.5945 -0.9927
H -2.8778 -2.4427 -4.5832
H -1.9721 -0.9608 -4.2497
H -3.6582 -1.1153 -3.7395
H 3.1988 -3.9396 -1.0703
H 1.7494 -2.3266 1.0504
H 3.3114 -3.1048 1.1840
H 1.8590 -4.0904 0.9559
H 2.6823 -0.9867 -1.4580
H 3.8958 -2.0283 -2.1875
H 4.0586 -1.5108 -0.4955
H -0.4785 -5.2427 -1.2164
H -1.1186 -7.4871 -0.4256
H -2.0976 -7.8580 1.7840
H -2.8778 -6.7603 4.0868
H -3.0829 -4.7126 5.4077
H -2.4198 -2.5100 4.5212
```

Here are the Mulliken charges for atoms 1 to 2, given in e: 0.84, -0.59



3.
A structure of composition C12H26CrNO5P2S. Source: the Open Molecules 2025 dataset; level of theory: ωB97M-V with the def2-TZVPD basis set.

Output
HOMO (alpha / beta)   -9.893 / -9.918 eV
2S+1   5
Energy relative to the best compared isomer or geometry (same formula, charge and spin)   0.9743 eV
Charge   +1
DFT total energy   -82422.53413 eV
Orbital gap (alpha / beta)   7.09 / 6.66 eV

Geometry as XYZ:
```
48
C12H26CrNO5P2S (ωB97M-V with the def2-TZVPD basis set)
Cr -0.2043 0.3928 0.8424
P -2.4237 0.1955 0.1745
C -2.2545 0.5830 -1.5273
C -1.0090 1.1616 -1.9377
N 0.0774 1.0368 -1.0788
C 1.3162 1.2726 -1.5575
C 1.5125 1.9587 -2.7446
C 0.4275 2.2345 -3.5729
C -0.8270 1.8074 -3.1779
C 2.4843 0.8124 -0.7112
P 2.2138 -0.7707 0.1816
H -1.7087 1.9567 -3.7962
H 2.5178 2.2574 -3.0066
H 0.5623 2.7672 -4.5106
H 3.3691 0.6436 -1.3452
H 2.7320 1.5761 0.0516
H -2.1315 -1.1372 -2.6607
H -3.1211 0.7006 -2.1822
H -0.9623 -2.6088 -1.6868
O -1.8295 -2.0657 -2.8359
H -2.3487 -2.3968 -3.5989
H 0.8599 -1.2948 0.3484
O -0.3207 -2.7521 -0.9129
H -0.2024 -3.7121 -0.8109
C 2.7371 -2.0988 -0.8947
H 3.7448 -1.9233 -1.2845
H 2.6836 -3.0198 -0.3066
H 1.9858 -2.1583 -1.6859
C 3.2130 -0.6774 1.6791
H 3.0396 -1.5926 2.2647
H 4.2845 -0.6031 1.4288
H 2.9284 0.1992 2.2846
C -3.2098 1.5236 1.1201
H -4.2030 1.7277 0.7034
H -3.2886 1.2369 2.1772
H -2.5841 2.4239 1.0605
C -3.3549 -1.3269 0.4102
H -3.4556 -1.5060 1.4904
H -4.3540 -1.2411 -0.0426
H -2.8012 -2.1616 -0.0415
C 1.1352 0.5263 4.5520
S -0.1491 1.1256 3.4646
O -0.7930 -0.1003 2.8390
O -1.0288 1.9818 4.2171
O 0.5749 1.7941 2.2939
H 0.7045 0.4104 5.5557
H 1.9361 1.2800 4.5722
H 1.5250 -0.4391 4.1985
```

Here are the Mulliken charges for atoms 1 to 2, given in e: -0.18, 1.45



4.
A cluster of 4 separate species, C3H12O4 in total. Source: the Open Molecules 2025 dataset; level of theory: ωB97M-V with the def2-TZVPD basis set.

Output
HOMO   -8.528 eV
Energy relative to the best compared isomer or geometry (same formula, charge and spin)   0.9842 eV
SMILES string   C/C=C/O.O.O.O
Charge   0
DFT total energy   -11494.77815 eV
Orbital gap   9.12 eV

Geometry as XYZ:
```
19
C3H12O4 (ωB97M-V with the def2-TZVPD basis set)
C 2.4643 1.9183 -1.8809
C 1.1742 1.3327 -1.3509
C 1.1888 0.1775 -0.6921
O 0.0054 -0.5632 -0.6386
H 3.0137 2.4835 -1.1255
H 2.3032 2.5213 -2.7744
H 3.1290 1.1327 -2.2427
H 0.2449 1.8803 -1.4549
H 2.0934 -0.3966 -0.5267
H 0.2551 -1.4570 -0.4586
H -1.3511 -2.3735 1.2164
H -0.5879 -3.5981 1.1249
O -0.6582 -2.7578 0.6528
H -2.8736 0.6838 0.4020
H -1.4122 0.7318 0.0067
O -2.1113 1.2695 0.3939
H -1.1606 0.0605 1.9613
H -1.4854 -0.3390 3.3988
O -1.1511 -0.6858 2.5689
```

Here are the Mulliken charges for atoms 1 to 2, given in e: -1.11, -0.07